1 | ORCA calculation (the ωB97M-V functional and the def2-TZVPD basis) on C10H15N2O3 as an isolated structure.

Atoms and positions in Å:
C 1.7065 -0.8380 0.9731
C 3.0235 -0.9780 0.7987
C 2.3990 0.9903 -0.1302
C 1.2907 0.3497 0.2629
C -0.0756 0.8692 0.1917
C -2.4072 1.5500 -1.2715
C -3.0932 -0.7595 -0.8872
C -3.0645 0.8284 1.0681
C 6.0967 -0.7734 -0.3969
C -2.3727 0.3585 -0.2360
N 3.5474 0.1598 0.1100
N 4.7513 0.4729 -0.2753
O -0.3123 2.0288 0.3658
O 4.9545 1.5361 -0.7920
O -1.0252 -0.0329 -0.0254
H 1.1056 -1.5557 1.4347
H 3.7388 -1.7542 1.3041
H 2.3272 1.8047 -0.8756
H -1.7254 1.5030 -2.1252
H -3.3690 1.5011 -1.6011
H -2.0484 2.4327 -0.7825
H -2.8851 -1.6099 -0.2804
H -2.7242 -0.8796 -1.8771
H -4.0872 -0.4883 -0.8439
H -4.0842 0.7067 1.0470
H -2.8030 0.1091 1.8964
H -2.8375 1.9427 1.3196
H 5.3504 -1.5725 -0.7163
H 6.6380 -0.9295 0.5485
H 6.8111 -0.3067 -1.0631

* lowest unoccupied orbital energy (alpha / beta): -6.06 / -6.06 eV
* orbital gap (alpha / beta): 7.12 / 7.12 eV
* net charge: +1

***

2 | ORCA calculation (the ωB97M-V functional and the def2-TZVPD basis) on an isolated ion of composition C10H15N2O3 and charge +1.

Atoms and positions in Å:
C -2.8235 1.3535 0.2771
C -1.1927 2.8414 0.0102
C -1.6494 0.5911 -0.2497
C -0.6077 1.4669 -0.3399
C -1.3235 -1.7646 -0.1278
C 0.8437 1.1042 -0.3616
C -1.5239 -1.7132 1.4030
C -0.5913 -2.7820 -0.8971
C 1.1280 -0.3200 -0.7827
C 1.7822 2.0417 -1.1220
N -1.6475 -0.6800 -0.7852
N 0.8987 1.2709 1.0489
O -3.8324 0.9946 0.6876
O -0.6006 3.8559 0.1654
O -2.4713 2.6876 0.1726
H -0.9907 -2.5135 1.9692
H -2.5838 -2.2203 1.4982
H -1.5544 -0.7006 1.8407
H 0.4393 -2.6273 -0.8082
H -0.8759 -2.7090 -1.9187
H -0.6476 -3.7906 -0.4507
H 0.4020 -0.6555 -1.5536
H 1.1007 -0.8917 0.1427
H 2.1175 -0.3666 -1.3028
H 1.5066 3.0488 -0.8749
H 1.6010 1.8695 -2.1501
H 2.8963 1.8504 -0.8346
H -1.8559 -0.7181 -1.7840
H 0.8930 2.2400 1.4281
H 1.5090 0.5675 1.5823

* lowest unoccupied orbital energy: -4.80 eV
* orbital gap: 8.13 eV
* net charge: +1
* SMILES string: CC(C)=[NH+]C1=C(C(C)(C)N)C(=O)OC1=O

***

Result of the stability comparison: 2 is the most stable of them.

***

1 | ORCA calculation (the ωB97M-V functional and the def2-TZVPD basis) on C4H5ClN2O in the gas phase.

Atoms and positions in Å:
C -0.0809 -1.4559 0.7844
C -0.1921 1.9560 -0.2593
C 1.3783 -0.5966 -0.7090
C -0.9235 -0.2257 0.5135
N 0.9849 -1.5569 0.1352
N -0.2084 0.6156 -0.3152
O -0.9844 2.6330 0.3490
Cl -2.4000 -0.9425 -0.3302
H -0.4114 -2.2265 1.4616
H 0.6148 2.3783 -0.8842
H 2.2308 -0.0066 -0.4050
H 1.3019 -0.8054 -1.7671
H -1.3099 0.2334 1.4264

* lowest unoccupied orbital energy: 0.24 eV
* orbital gap: 9.97 eV

***

2 | ORCA calculation (the ωB97M-V functional and the def2-TZVPD basis) on C4H5ClN2O in the gas phase.

Atoms and positions in Å:
C -0.7180 -1.4061 0.6965
C -0.2788 1.9214 -0.4211
C 0.9039 -0.5224 -0.4864
C -1.2619 -0.0439 0.6020
N 0.4017 -1.6520 0.1875
N -0.4134 0.6200 -0.3060
O -0.9023 2.7560 0.2155
Cl -2.8823 0.0394 -0.1040
H -1.4105 -2.1725 1.1340
H 0.5601 2.1660 -1.1771
H 1.7618 -0.0909 -0.0146
H 1.1766 -0.6908 -1.6044
H -1.3596 0.7378 1.5073

* lowest unoccupied orbital energy: 0.42 eV
* orbital gap: 10.45 eV
* SMILES string: O=CN1CN=C[C@@H]1Cl

***

3 | ORCA calculation (the ωB97M-V functional and the def2-TZVPD basis) on C4H5ClN2O in the gas phase.

Atoms and positions in Å:
C -2.8989 0.3962 2.1630
C -0.3848 -0.5915 -0.2305
C 0.8548 0.0106 -0.7920
C -1.8117 -0.5825 1.9070
N -3.6707 1.2121 2.3492
N -0.6909 -0.0864 0.9947
O -1.1979 -1.3442 -0.7664
Cl -1.0812 -1.4061 3.2169
H 1.2822 -0.5952 -1.5663
H 0.3688 0.8842 -1.3160
H 1.5806 0.2877 0.0767
H -2.2789 -1.2623 1.1091
H 0.1097 0.4204 1.5000

* lowest unoccupied orbital energy: 0.47 eV
* orbital gap: 10.93 eV
* SMILES string: CC(=O)N[C@@H](Cl)C#N

***

Result of the stability comparison: 3 is the most stable of them.